C5H13NO | the ωB97M-V functional and the def2-TZVPD basis

2S+1 ... 2
Total charge ... -1
Orbital gap (alpha / beta) ... 6.29 / 5.27 eV
E_tot ... -8930.6697 eV

Geometry (Å):
C -1.582033 0.302455 -0.545273
C -1.241973 1.219825 0.633454
C -0.169398 0.628964 1.566445
C 1.256168 0.546647 0.979247
N -2.466011 1.326197 1.435542
C 1.844953 -2.235517 -2.040586
O 1.220224 -1.300308 -1.287044
H -2.590695 0.595452 -0.878133
H -0.924284 0.385161 -1.405474
H -1.704792 -0.730209 -0.223504
H -1.008995 2.197540 0.190279
H -0.591913 -0.371984 1.734200
H -0.238561 1.137582 2.533425
H 1.943548 0.353992 1.796162
H 1.158387 -0.196577 0.146748
H 1.498481 1.518498 0.555904
H -2.550608 2.290686 1.772126
H 2.218786 -3.125998 -1.485391
H 1.208089 -2.690190 -2.839187
H 2.720627 -1.852215 -2.638940

Atoms 1-3, force components in eV/Å:
-1.0 0.2 0.0
-0.7 0.0 -0.4
-0.4 -0.1 0.0

=====

C5H13NO | the ωB97M-V functional and the def2-TZVPD basis

2S+1 ... 2
Total charge ... -1
Orbital gap (alpha / beta) ... 6.79 / 5.94 eV
E_tot ... -8930.8896 eV

Geometry (Å):
C 0.746018 0.207053 -2.022015
N 2.196883 0.394858 -2.090308
C -2.456276 -0.654692 -0.040785
C -0.058862 -0.021543 1.986885
C -1.274586 0.817059 1.668485
C -2.179834 0.498088 0.709941
H 0.398436 -0.817256 -2.213484
H 0.429617 0.343518 -0.984861
H 0.223825 0.972512 -2.602614
H 2.562328 0.195152 -1.119140
H -3.239928 -0.588366 -0.777650
H -1.918350 -1.567644 0.182522
H 0.893096 0.426713 1.704758
H 0.039730 -0.197580 3.069835
H -0.213290 -1.024328 1.602989
H -1.292096 1.832526 2.053490
H -2.978199 1.233698 0.562616
H 2.522319 -0.262574 -2.777371
H 3.219460 -1.140960 0.593661
O 2.379705 -0.646232 0.493055

Atoms 1-3, force components in eV/Å:
0.1 0.3 1.0
-0.5 0.4 0.2
0.9 0.5 1.1

=====

C5H13NO | the ωB97M-V functional and the def2-TZVPD basis

2S+1 ... 1
Total charge ... 0
Orbital gap ... 9.82 eV
E_tot ... -8932.3945 eV
SMILES string ... C/C=C/CCN.O

Geometry (Å):
C 1.390153 3.098907 1.926041
C 0.704536 1.809173 1.583142
C 1.223234 0.712037 1.059438
C 0.483332 -0.595739 0.848956
C -0.348278 -0.589496 -0.484847
N 0.229226 -1.333330 -1.571623
H 0.768302 3.676919 2.598191
H 2.339629 2.908702 2.428573
H 1.621724 3.718139 1.066350
H -0.296875 1.715634 1.990300
H 2.249900 0.621666 0.702885
H -0.179980 -0.826788 1.682704
H 1.229259 -1.377712 0.715326
H -1.350041 -0.948882 -0.299587
H -0.406319 0.444433 -0.822697
H 0.114290 -2.333610 -1.660132
H 1.178009 -1.120640 -1.842408
O -3.036912 -2.391713 -2.443800
H -2.507397 -1.602386 -2.293067
H -2.615423 -2.893990 -3.146340

Atoms 1-3, force components in eV/Å:
0.4 -0.2 -0.1
-0.1 -0.2 0.7
0.2 -0.9 -0.3

=====

Let's list ΔE to the lowest compared entry with this formula, charge and spin in order: 48.2; 43.1; 37.3 kcal/mol.